No. 1
The following is a DFT calculation (ωB97M-V/def2-TZVPD) of a cluster of 3 separate species, C34H74B2FNO8P in total in a non-equilibrium geometry.

Values from the calculation:
HOMO energy in eV: -11.10
Net charge: +1
Kohn-Sham gap in eV: 8.9
Multiplicity: 1

Geometry as XYZ:
```
121
Properties=species:S:1:pos:R:3:forces:R:3:lowdin_charge:R:1
C -4.19539 -3.09926 1.47540 0.4697 -0.2367 -0.0548 -0.087
C -2.93914 -3.44675 0.63839 -0.6267 -0.0269 0.7641 -0.133
B -1.62375 -2.65215 0.96955 0.4668 -0.5509 -0.4827 -0.468
O -0.51312 -3.38716 1.34726 -0.0110 0.9542 0.4131 0.146
C -1.40612 -1.05245 1.09694 -0.9154 0.1691 -1.0546 -0.288
C -1.66803 -0.96104 2.61085 0.5651 -0.1712 0.0786 0.026
C -2.37524 -0.16985 0.26255 -0.5873 0.7706 0.2614 -0.245
P -2.67986 -0.97962 -1.40755 1.4812 -2.5944 -0.8100 0.916
O -4.23583 -1.49227 -1.38423 0.1716 0.7008 0.4394 -0.240
O -2.65399 0.03075 -2.67258 -0.6919 1.1973 0.4236 -0.241
C -2.16534 1.37105 0.36644 -0.0390 0.9816 0.1192 -0.302
C -2.62446 1.95021 1.74735 -0.2091 -0.4592 0.4022 -0.167
C -3.91705 1.44890 2.39668 -0.1592 0.2045 0.2112 -0.065
C -3.06492 2.10162 -0.66157 -0.6491 -0.2394 -0.3517 -0.173
C -4.53622 1.62228 -0.75619 0.0644 0.3188 -0.1081 -0.065
C -0.62712 1.77823 0.14241 -0.3244 -0.5481 -0.7343 -0.225
C -0.31480 1.65113 -1.37441 0.5549 0.0002 0.5893 -0.102
C 1.12043 1.75609 -1.90563 0.0411 -0.0390 -0.8919 -0.141
C 1.29118 0.86034 -3.13961 0.0837 -0.0928 -0.1148 -0.175
O 2.64594 0.41342 -3.26722 0.3388 0.4667 0.1909 -0.028
C 3.56660 1.43034 -3.38134 2.1715 0.0554 1.7566 -0.486
C 3.43405 2.38219 -4.54397 0.2281 -0.1812 0.4103 0.020
O 4.48580 1.52094 -2.56168 -2.3134 -0.4417 -1.9569 0.102
C -0.44615 3.25790 0.54489 0.2941 0.5628 0.4414 -0.270
C 0.11015 3.63480 1.92152 0.2347 0.1038 -0.1823 0.010
F 0.39956 3.90959 -0.36777 0.2186 -0.1436 -0.0615 -0.008
C 0.23037 0.84782 1.00839 0.6203 1.0743 0.5925 -0.183
C 1.74660 1.11324 1.10979 -0.1151 -0.2082 0.2702 0.006
B 2.29995 0.91790 2.57573 0.2407 0.0676 -0.2339 -0.629
O 3.39772 1.63388 2.95309 -0.0699 -0.4439 -0.3657 0.188
O 1.68131 0.01393 3.43709 -0.4385 0.3031 -0.5001 0.158
N 0.00378 -0.61206 0.80768 0.2849 -0.6366 0.6996 0.074
C 0.63803 -1.18438 -0.41243 1.0760 0.0636 -0.7413 -0.166
O 1.55239 -2.14632 0.00882 -0.2053 -0.0839 -0.0217 -0.129
C 1.62961 -3.24461 -0.90406 -0.3163 0.0886 0.1667 -0.039
H -4.06744 -3.53944 2.46091 -0.1112 0.1165 0.2450 0.083
H -4.34871 -2.03133 1.62200 -0.1889 0.1332 -0.0840 0.047
H -5.08640 -3.55042 1.05464 -0.1841 0.0771 -0.1313 0.085
H -3.17706 -3.43476 -0.41909 0.0654 0.2523 -0.2152 0.076
H -2.74585 -4.49856 0.84487 0.2520 -0.1397 -0.0150 0.110
H -0.68545 -3.93468 2.11572 -0.0001 -0.7443 -0.2542 0.130
H -2.68731 -1.23999 2.84212 -0.2204 0.0658 0.0032 0.089
H -1.02748 -1.68733 3.10837 0.1317 -0.0049 0.1638 0.107
H -1.44125 0.00102 3.05024 -0.1884 0.1517 0.0313 0.089
H -3.32774 -0.35360 0.76020 -0.1655 0.0578 -0.0303 0.074
H -4.65375 -1.35305 -0.52890 -0.4101 0.0324 0.0158 0.046
H -2.34099 -0.40110 -3.46832 0.0913 -0.3531 -0.1265 0.058
H -1.84940 1.87701 2.50389 0.1664 -0.1884 -0.0024 0.083
H -2.78696 3.01831 1.65040 0.1675 0.2054 -0.2385 0.117
H -4.81570 1.82626 1.92291 -0.0508 0.0356 -0.2570 0.075
H -4.02785 0.37476 2.49357 0.1002 -0.1879 -0.0649 0.053
H -3.94962 1.84427 3.40975 0.0199 0.0000 0.1574 0.090
H -2.67757 2.05097 -1.66945 0.1181 -0.1511 0.0534 0.082
H -3.11350 3.15926 -0.43103 0.2595 0.1818 0.1967 0.112
H -4.80726 0.83560 -0.06384 -0.0242 -0.1276 0.0927 0.050
H -4.76019 1.28754 -1.76288 -0.0064 -0.2132 -0.0824 0.074
H -5.21764 2.44473 -0.56319 -0.0881 0.1101 0.1372 0.084
H -0.69107 0.68224 -1.68581 -0.2469 0.0619 -0.1551 0.070
H -0.87414 2.43200 -1.86873 -0.2263 -0.1216 -0.2652 0.125
H 1.31133 2.76701 -2.25012 0.0709 0.2550 0.2905 0.118
H 1.93604 1.50213 -1.24341 -0.1290 -0.0179 0.2911 0.093
H 0.97416 1.35923 -4.05566 -0.0942 0.0840 -0.0852 0.129
H 0.71577 -0.05722 -3.05210 -0.0875 -0.1368 -0.0265 0.112
H 2.95124 1.95235 -5.41245 -0.2279 -0.0526 -0.0199 0.089
H 4.44148 2.68581 -4.79745 0.1487 0.0697 -0.1011 0.094
H 2.92269 3.27536 -4.19525 -0.2336 0.1087 -0.1114 0.093
H -1.37635 3.79356 0.40985 -0.3169 -0.2277 -0.0887 0.129
H -0.06238 2.93207 2.72897 -0.2085 -0.0955 0.0372 0.079
H 1.18310 3.77272 1.83398 0.1566 -0.0406 0.0057 0.092
H -0.28627 4.60116 2.21164 -0.1501 0.0804 0.1244 0.097
H -0.07979 1.02696 2.03039 -0.4958 -0.2562 0.0341 0.103
H 1.99218 2.12196 0.80349 0.0553 0.1107 -0.2017 0.117
H 2.33955 0.45413 0.47367 0.0761 0.0048 -0.1130 0.127
H 3.98689 1.07232 3.46825 0.1430 0.3371 0.5473 0.111
H 1.45896 0.46490 4.25546 0.2786 -0.3122 0.5284 0.120
H 0.56128 -1.04493 1.55945 0.0685 -0.0816 -0.0545 0.174
H 1.21456 -0.41160 -0.91329 -0.2573 0.2995 0.0780 0.113
H -0.09397 -1.54766 -1.13054 -0.3901 -0.2667 0.3150 0.105
H 0.69071 -3.79631 -0.88602 -0.0802 -0.0953 -0.0121 0.089
H 1.81497 -2.89193 -1.91592 0.2292 0.0166 -0.1226 0.098
H 2.42549 -3.88969 -0.56347 0.2157 -0.0321 0.0055 0.102
C -2.65736 -3.42086 -4.65100 -0.0718 0.1485 -0.0387 -0.105
C -4.07955 -2.87001 -4.58213 0.1048 -0.0318 0.0322 -0.273
C -5.15271 -3.92283 -4.84696 -0.0662 0.0036 -0.0146 -0.223
C -5.10315 -4.55964 -6.23637 0.0802 -0.0126 -0.0046 -0.227
C -5.20563 -3.57444 -7.39935 -0.1283 -0.0323 -0.0097 -0.269
C -6.51988 -2.79896 -7.42515 0.1159 0.0422 -0.0335 -0.110
H -2.41800 -3.79796 -5.64549 0.0320 -0.0228 0.0109 0.070
H -1.92741 -2.63953 -4.41506 0.0640 -0.0690 0.0036 0.048
H -2.52061 -4.23254 -3.93356 0.0285 -0.0193 -0.0140 0.077
H -4.18442 -2.03733 -5.28503 -0.0336 -0.0225 -0.0177 0.103
H -4.24570 -2.45430 -3.58790 -0.0731 0.0298 0.0058 0.067
H -6.13514 -3.47141 -4.68565 -0.0022 -0.0028 -0.0103 0.104
H -5.06194 -4.71637 -4.09806 0.0143 0.0099 0.0147 0.111
H -5.91825 -5.28496 -6.31269 -0.0090 0.0026 -0.0130 0.112
H -4.18014 -5.13707 -6.34185 -0.0046 -0.0053 0.0159 0.102
H -5.10980 -4.13414 -8.33257 0.0407 0.0111 -0.0077 0.106
H -4.36610 -2.87348 -7.37799 0.0178 -0.0152 0.0018 0.096
H -7.37176 -3.47935 -7.47534 -0.0144 0.0009 0.0317 0.077
H -6.56382 -2.14492 -8.29645 -0.0340 0.0049 0.0005 0.070
H -6.63782 -2.17202 -6.53973 -0.0247 -0.0086 0.0094 0.064
C 8.85409 1.95936 7.66487 -0.0407 0.1029 -0.0247 -0.108
C 7.50595 2.46128 7.15571 0.0352 -0.0758 0.0734 -0.270
C 6.80253 1.47489 6.22572 -0.0624 0.0051 -0.0326 -0.236
C 7.55811 1.15493 4.93453 0.0447 0.0035 0.0354 -0.231
C 7.88916 2.36566 4.06393 -0.0991 -0.0482 -0.0821 -0.264
C 6.65191 3.10521 3.56430 0.1307 0.0372 0.0514 -0.106
H 9.56385 1.80964 6.85028 0.0079 -0.0207 0.0048 0.066
H 9.29570 2.67875 8.35469 0.0240 -0.0196 0.0128 0.071
H 8.74148 1.01248 8.19637 0.0150 -0.0235 -0.0214 0.076
H 7.63858 3.42395 6.65494 -0.0222 -0.0013 -0.0160 0.099
H 6.85469 2.65133 8.01253 -0.0109 0.0340 -0.0100 0.104
H 5.80935 1.86758 5.98230 0.0074 0.0068 -0.0111 0.093
H 6.63023 0.53909 6.76708 0.0089 0.0024 0.0190 0.108
H 6.95886 0.44936 4.34693 0.0193 -0.0017 -0.0246 0.103
H 8.48458 0.62777 5.17518 -0.0124 -0.0154 0.0160 0.103
H 8.46591 2.02184 3.20193 0.0332 0.0179 0.0113 0.107
H 8.53725 3.05796 4.60662 0.0092 -0.0202 0.0255 0.101
H 6.00447 2.43577 2.99368 -0.0227 0.0245 -0.0184 0.057
H 6.93349 3.93099 2.91055 -0.0437 0.0023 -0.0232 0.073
H 6.07072 3.52364 4.38783 -0.0244 -0.0080 -0.0075 0.068
```
Positions in Å, forces in eV/Å.

No. 2
The following is a DFT calculation (ωB97M-V/def2-TZVPD) of a cluster of 9 separate species, C34H74N4O12 in total in a non-equilibrium geometry.

Values from the calculation:
SMILES string: CCOCc1cnc2c(CCCCNC(C)=O)c(CCCCCCCOC)c(O)c(CN)c2n1.CO.CO.CO.CO.CO.CO.CO.CO
HOMO energy in eV: -7.99
Kohn-Sham gap in eV: 7.4
Multiplicity: 1

Geometry as XYZ:
```
124
Properties=species:S:1:pos:R:3:forces:R:3:lowdin_charge:R:1
C -0.12736 0.69206 -4.29318 0.4145 0.3924 -0.9389 -0.075
C 1.07482 0.20657 -5.26590 -0.4594 0.4793 0.9739 -0.238
O 0.70811 -1.12708 -5.75616 1.5637 0.0184 0.4710 -0.219
C 1.69585 -2.11982 -5.32022 -0.7703 -0.0890 0.9314 -0.143
C 1.53955 -2.37978 -3.70970 0.5761 0.0771 0.3032 -0.130
C 0.40418 -3.36879 -3.25018 1.3190 1.1177 2.5632 -0.005
N 0.15369 -3.63563 -1.87236 2.9822 2.7415 -2.6946 0.075
C 1.02477 -2.91395 -0.98187 0.3697 0.3109 0.4367 -0.126
C 0.77713 -3.12013 0.57141 2.0254 1.5306 1.1860 -0.039
C -0.42651 -4.11296 1.00211 0.8218 -0.2302 -1.4042 -0.161
C -1.87656 -3.60769 0.52161 -0.3441 -0.8796 -0.1782 -0.213
C -2.89590 -3.24518 1.71574 -0.4299 1.0330 -1.3798 -0.161
C -3.19169 -1.64309 1.59501 1.3821 -1.6044 0.7324 -0.211
N -4.03207 -1.34674 0.39568 -2.2977 0.3226 1.7308 -0.001
C -5.45446 -1.12690 0.74420 -2.0630 -1.6036 1.5072 -0.375
C -6.28611 -0.19066 -0.29460 1.2374 -0.8604 0.5530 -0.012
O -6.04115 -1.65295 1.76354 2.7545 2.6265 -3.8478 -0.019
C 1.66505 -2.43745 1.67242 -0.4127 -0.1683 -4.0113 -0.044
C 1.41209 -2.66031 3.23142 0.0029 -0.1077 0.5706 -0.168
C 1.65330 -1.36139 4.14543 0.7077 0.2597 0.2639 -0.209
C 0.95210 -0.01567 3.60749 -0.3321 0.0979 0.8956 -0.183
C 1.97526 1.22342 3.45848 -0.0520 -0.1349 0.0905 -0.203
C 1.48364 2.58083 4.16383 0.6766 0.2834 -0.0329 -0.189
C 2.34347 3.83566 3.60262 0.8891 -0.2185 0.3870 -0.159
C 3.90368 3.45361 3.35120 -0.3790 1.7254 -0.4208 -0.227
O 4.53821 2.88694 4.53195 0.1349 -0.6859 -1.8518 -0.265
C 5.74163 2.15806 4.19356 1.4051 -0.1003 0.1975 -0.116
C 2.84409 -1.52396 1.11439 -0.9087 -0.7308 -3.1229 -0.111
O 3.78859 -0.85082 1.98042 -1.3214 -2.0535 -1.0532 -0.055
C 3.06268 -1.29066 -0.40782 -1.2066 -1.1432 1.7460 -0.020
C 4.28180 -0.33935 -0.87958 -0.3087 -0.8284 0.2397 -0.245
N 3.89884 1.11841 -0.91624 0.8317 -0.4546 -0.4123 -0.027
C 2.14743 -1.98465 -1.50921 0.7255 0.6997 2.7634 -0.109
N 2.46204 -1.67302 -2.88040 -4.9595 -4.0393 0.8926 0.127
H -0.56085 -0.21510 -3.73458 0.7342 1.5250 -0.7383 0.076
H -0.92547 1.18415 -4.96976 1.1195 -0.9687 1.1834 0.068
H 0.23927 1.52018 -3.58883 -0.5236 -1.3480 -0.8387 0.078
H 1.21798 0.96718 -6.11065 -0.4154 -1.3242 0.9512 0.112
H 2.07435 0.12369 -4.71644 -1.4574 0.2011 -0.5394 0.099
H 2.74262 -1.73595 -5.58909 -1.3940 -0.8373 0.5921 0.132
H 1.42224 -3.08568 -5.87050 0.6623 1.3736 0.7524 0.113
H -0.26864 -3.91564 -4.02423 1.4708 1.0704 1.5163 0.109
H -0.21770 -5.09523 0.42133 -0.2633 1.5969 0.9946 0.116
H -0.40445 -4.39614 2.10715 0.0266 0.6981 -1.5514 0.094
H -1.76608 -2.73668 -0.23147 -0.1333 -1.3251 1.3624 0.102
H -2.36145 -4.47176 -0.08035 0.9426 1.3891 0.9003 0.113
H -3.90443 -3.76086 1.47003 1.6140 0.7279 0.8342 0.107
H -2.52963 -3.55157 2.75463 -0.4788 0.4433 -1.5239 0.113
H -3.65613 -1.33773 2.59232 0.3703 0.0757 -1.7142 0.117
H -2.17661 -1.11139 1.41602 -1.6802 -0.7860 0.5628 0.108
H -4.04338 -2.11811 -0.28944 0.3419 0.5925 0.2300 0.124
H -5.66222 -0.09389 -1.25138 -1.0062 -0.0508 1.4039 0.082
H -6.36247 0.83347 0.21273 -0.1060 -1.4302 -0.8226 0.089
H -7.30216 -0.66361 -0.50500 1.3947 0.8314 0.4676 0.089
H 0.34662 -3.04250 3.48149 1.7074 0.6546 -0.9373 0.106
H 2.11796 -3.48597 3.63364 -1.0290 1.2072 -0.7921 0.125
H 1.29594 -1.54084 5.23400 0.4884 -0.0679 -1.9028 0.118
H 2.79897 -1.20775 4.24333 -1.9545 -0.0691 -0.2042 0.095
H 0.36561 -0.25645 2.65054 0.9754 0.5293 1.2225 0.099
H 0.16567 0.28654 4.40568 1.1552 -0.4685 -1.3683 0.114
H 2.96015 0.92027 3.98624 -1.5112 0.5373 -1.1555 0.104
H 2.17847 1.42034 2.33746 -0.1896 -0.3567 1.7980 0.115
H 0.36002 2.74573 4.02031 1.5636 -0.1432 0.1560 0.096
H 1.71087 2.53470 5.29849 -0.5256 -0.1256 -1.7980 0.117
H 1.96199 4.24773 2.60629 0.4017 -0.7415 1.2693 0.110
H 2.34103 4.72684 4.34168 -0.1705 -1.5276 -1.0726 0.114
H 4.43819 4.46505 3.14671 -0.7592 -1.4665 0.1297 0.117
H 4.04520 2.82807 2.40079 -0.2783 0.5151 1.5585 0.118
H 6.66814 2.71631 4.61518 -1.4769 -0.7734 -0.6400 0.101
H 5.91842 2.02811 3.06872 -0.5426 0.2872 1.4778 0.091
H 5.76358 1.11538 4.66231 -0.3522 1.4335 -0.4881 0.095
H 4.22981 -1.55054 2.51771 -0.5571 0.6887 -0.4765 0.118
H 4.65333 -0.66036 -1.91610 -0.5789 0.0306 1.5859 0.102
H 5.14196 -0.44952 -0.11196 -1.5444 0.1186 -1.2840 0.118
H 4.81325 1.61412 -0.93653 -1.0564 -0.1719 -0.0599 0.066
H 3.41330 1.34155 -1.80849 0.5183 -0.3570 0.8593 0.062
C 6.43558 5.62696 0.65338 0.0855 -0.0490 0.2662 -0.163
O 6.97318 4.32647 0.83392 0.0889 -0.2155 0.0875 -0.137
H 6.11661 5.73764 -0.38337 0.0658 -0.1125 0.0933 0.080
H 5.57471 5.76333 1.31300 -0.0585 0.2226 -0.1000 0.062
H 7.20107 6.37413 0.87817 -0.1530 0.1919 -0.0758 0.076
H 7.24618 4.25782 1.75808 -0.0616 -0.0772 -0.2551 0.068
C -6.41014 0.51136 4.59914 0.0988 -0.2401 -0.1487 -0.164
O -6.49893 1.19305 3.36340 0.1634 0.1997 -0.4766 -0.137
H -6.84943 1.13160 5.38104 0.0346 0.0249 -0.1557 0.079
H -6.95793 -0.43233 4.53698 0.0538 -0.0615 0.2161 0.074
H -5.36040 0.31986 4.83705 -0.0485 -0.1088 0.2527 0.075
H -6.10149 0.61803 2.69135 -0.3148 0.0939 0.3000 0.034
C -1.25424 2.57499 -7.93244 0.1686 0.1415 0.1371 -0.165
O -0.19928 2.90933 -7.03866 0.3070 0.0757 0.2639 -0.143
H -1.27290 1.49207 -8.06538 0.1189 0.0615 0.1056 0.084
H -2.20694 2.90429 -7.51532 -0.0136 -0.1215 -0.2115 0.069
H -1.08391 3.05453 -8.89697 -0.1924 -0.1625 0.0288 0.068
H -0.20448 3.86956 -6.93839 0.0558 -0.2812 0.0116 0.078
C 4.65468 2.28905 7.65546 -0.0290 -0.0437 0.1458 -0.156
O 5.19201 0.98511 7.83399 0.1419 -0.2449 0.1392 -0.135
H 4.33710 2.40062 6.61823 0.0833 -0.0784 0.2193 0.050
H 3.79275 2.42467 8.31441 -0.0319 0.2112 -0.0420 0.077
H 5.42034 3.03603 7.88185 -0.1354 0.1876 -0.0569 0.080
H 5.46471 0.91258 8.75751 -0.0474 -0.0761 -0.2769 0.072
C -4.20197 3.64712 -10.26947 -0.0195 0.2990 0.0133 -0.142
O -3.14964 3.98582 -9.37751 -0.2280 0.3522 -0.1471 -0.158
H -4.21777 2.56472 -10.40005 0.0868 0.1082 0.0809 0.083
H -5.15792 3.97477 -9.85332 -0.1179 -0.1129 -0.1811 0.077
H -4.03320 4.12545 -11.23753 -0.1895 -0.1246 -0.0923 0.077
H -3.15776 4.94713 -9.27953 0.0426 -0.2471 0.0065 0.089
C -6.80921 -5.08018 2.87097 0.0768 0.2780 0.0566 -0.166
O -5.73847 -4.76126 3.74551 0.1535 0.0909 0.1493 -0.136
H -6.83725 -6.16068 2.72580 0.0890 0.0931 0.0954 0.078
H -7.75339 -4.74988 3.31135 -0.1336 -0.0902 -0.2063 0.077
H -6.65378 -4.58939 1.90666 -0.2137 -0.0671 -0.0854 0.064
H -5.73763 -3.80089 3.85551 0.0510 -0.2236 -0.0826 0.066
C -1.64085 -4.89047 -7.10639 -0.0083 0.2465 0.0122 -0.146
O -0.58317 -4.55322 -6.22077 0.1440 0.1806 0.2008 -0.156
H -1.66101 -5.97297 -7.23464 0.0889 0.1126 0.0843 0.081
H -2.59337 -4.55842 -6.68605 -0.1107 -0.0997 -0.1713 0.079
H -1.47520 -4.41442 -8.07593 -0.1734 -0.1064 -0.0739 0.079
H -0.58399 -3.59053 -6.12055 -0.0310 -0.1798 -0.1419 0.049
C -1.47914 2.24985 1.48759 -0.2614 -0.0288 0.0592 -0.151
O -2.01741 2.85185 2.65568 -0.1222 0.0450 0.1563 -0.131
H -0.41304 2.47390 1.43395 -0.0964 0.0073 0.0945 0.075
H -1.61922 1.16679 1.53565 0.1404 -0.0341 -0.2203 0.053
H -1.97855 2.65258 0.60255 0.1466 -0.1267 -0.1550 0.078
H -2.95941 2.63849 2.67905 0.2287 0.1183 0.0933 0.073
```
Positions in Å, forces in eV/Å.